Entry from the Open Molecules 2025 dataset: an isolated molecule of C2H2Cl2O in a non-equilibrium geometry (the ωB97M-V functional and the def2-TZVPD basis).

Structure (XYZ):
```
7
C2H2Cl2O | the Open Molecules 2025 dataset | the ωB97M-V functional and the def2-TZVPD basis
C -0.64 0.56 0.48
C 0.34 -0.29 -0.29
O -0.45 1.55 1.12
Cl 0.52 -1.96 0.27
Cl 1.85 0.61 -0.67
H -1.53 -0.13 0.41
H -0.09 -0.34 -1.32
```

Calculated values
DFT total energy (eV): -29197.743
HOMO energy (eV): -10.7
LUMO (eV): -0.008
ΔE to the lowest compared entry with this formula, charge and spin (kJ/mol): 71.7
SMILES string: O=CC(Cl)Cl
Net charge: 0
Orbital gap (eV): 10.71

=====

Entry from the Open Molecules 2025 dataset: a structure of composition C26H22AsClO3Pd in a non-equilibrium geometry (the ωB97M-V functional and the def2-TZVPD basis).

Structure (XYZ):
```
54
C26H22AsClO3Pd | the Open Molecules 2025 dataset | the ωB97M-V functional and the def2-TZVPD basis
Cl -3.48 -2.24 -2.64
C 1.84 -2.37 -4.89
C 2.64 -1.20 -4.70
C 1.75 -0.07 -4.56
H 3.72 -1.15 -4.72
C 0.38 -0.58 -4.62
C 0.48 -2.01 -4.83
H -0.41 -2.63 -4.98
H 2.22 -3.37 -5.11
H 2.00 0.98 -4.48
C -0.86 0.23 -4.62
Pd 1.38 -1.03 -2.61
C 1.13 0.40 -1.17
C 0.60 -2.66 -1.89
O 2.02 1.15 -0.80
O 0.15 -3.58 -1.38
H -0.66 1.20 -4.14
H -1.65 -0.31 -4.09
H -1.20 0.43 -5.65
O -0.10 0.36 -0.63
As -0.29 0.58 1.25
C -0.42 2.48 1.51
C -1.40 2.97 2.39
C -1.42 4.33 2.73
C -0.48 5.20 2.18
C 0.47 4.72 1.27
C 0.50 3.36 0.92
C -1.87 -0.44 1.65
C -2.68 -1.02 0.66
C -3.78 -1.79 1.04
C -4.11 -1.97 2.38
C -3.31 -1.39 3.37
C -2.19 -0.63 3.01
C 1.27 -0.33 1.95
C 1.20 -1.70 2.20
C 2.34 -2.37 2.67
C 3.52 -1.67 2.93
C 3.57 -0.29 2.69
C 2.44 0.39 2.22
H -2.14 2.28 2.81
H -2.18 4.70 3.43
H -0.49 6.26 2.45
H 1.21 5.39 0.83
H 1.23 2.99 0.21
H -2.47 -0.91 -0.40
H -4.36 -2.26 0.24
H -4.98 -2.56 2.67
H -3.54 -1.53 4.43
H -1.55 -0.19 3.78
H 0.28 -2.25 2.02
H 2.30 -3.45 2.83
H 4.40 -2.19 3.31
H 4.49 0.27 2.86
H 2.47 1.47 2.05
```

Calculated values
Multiplicity: 5
DFT total energy (eV): -110281.199
HOMO energy (spin up / spin down) (eV): -13.7 / -14.9
LUMO (spin up / spin down) (eV): -5.942 / -9.595
ΔE to the lowest compared entry with this formula, charge and spin (kJ/mol): 0.0
Net charge: +2
Orbital gap (spin up / spin down) (eV): 7.74 / 5.30

=====

Entry from the Open Molecules 2025 dataset: a cluster of 5 separate species, H10O5 in total in a non-equilibrium geometry (the ωB97M-V functional and the def2-TZVPD basis).

Structure (XYZ):
```
15
H10O5 | the Open Molecules 2025 dataset | the ωB97M-V functional and the def2-TZVPD basis
H -2.07 -0.30 -0.63
H -2.65 -0.68 0.60
H -0.65 1.55 -0.22
H -1.92 2.38 -0.13
H 0.86 1.73 1.36
H 0.73 0.36 0.57
H 1.05 -1.31 -0.11
H -0.50 -1.71 0.10
H 3.28 -0.57 0.11
H 2.47 0.51 -0.48
O -2.51 -1.17 -0.20
O -1.61 1.44 -0.35
O 0.98 1.31 0.49
O 0.32 -1.42 0.58
O 2.74 -0.40 -0.66
```

Calculated values
DFT total energy (eV): -10400.019
HOMO energy (eV): -11.1
LUMO (eV): 0.345
ΔE to the lowest compared entry with this formula, charge and spin (kJ/mol): 80.1
SMILES string: O.O.O.O.O
Net charge: 0
Orbital gap (eV): 11.40

=====

Entry from the Open Molecules 2025 dataset: an isolated molecule of C6H9NOSi in a non-equilibrium geometry (the ωB97M-V functional and the def2-TZVPD basis).

Structure (XYZ):
```
18
C6H9NOSi | the Open Molecules 2025 dataset | the ωB97M-V functional and the def2-TZVPD basis
C -0.83 -0.10 -0.84
C -0.72 -0.58 0.43
C -1.66 -0.01 -2.03
C -1.56 -1.47 1.28
C 0.69 2.26 0.31
C 2.55 -0.60 -0.25
N -1.70 -1.15 2.46
O -2.63 0.63 -2.33
Si 0.89 0.42 -0.06
H -1.35 -0.81 -2.78
H -1.94 -2.44 0.78
H 0.90 2.71 -0.68
H -0.37 2.47 0.58
H 1.47 2.70 1.04
H 2.72 -1.20 0.63
H 2.49 -1.16 -1.17
H 3.40 0.07 -0.32
H -2.35 -1.75 2.95
```

Calculated values
DFT total energy (eV): -17779.966
HOMO energy (eV): -8.6
LUMO (eV): 0.461
ΔE to the lowest compared entry with this formula, charge and spin (kJ/mol): 202.3
SMILES string: [H]/N=C/C1=C(C=O)[Si]1(C)C
Net charge: 0
Orbital gap (eV): 9.03

=====

Entry from the Open Molecules 2025 dataset: a structure of composition C33H40CrN4O2S2 (the ωB97M-V functional and the def2-TZVPD basis).

Structure (XYZ):
```
82
C33H40CrN4O2S2 | the Open Molecules 2025 dataset | the ωB97M-V functional and the def2-TZVPD basis
Cr -0.56 -0.01 -0.44
C 2.55 -0.37 2.62
C 1.72 0.17 1.49
N 0.70 -0.51 1.04
N 0.50 -1.75 1.70
C -0.23 -2.58 1.07
S -1.00 -2.34 -0.48
S -0.57 -4.17 1.75
C -0.08 -3.96 3.49
C -1.21 -3.48 4.36
C -2.35 -4.25 4.57
C -3.39 -3.76 5.35
C -3.31 -2.50 5.92
C -2.18 -1.73 5.72
C -1.13 -2.21 4.94
C 2.14 1.45 0.92
C 3.36 2.02 1.33
C 3.82 3.21 0.82
C 3.04 3.89 -0.12
C 1.83 3.37 -0.53
C 1.37 2.15 -0.02
O 0.19 1.73 -0.43
H 2.12 -1.26 3.05
H 2.67 0.39 3.39
H 3.55 -0.62 2.25
H 0.74 -3.26 3.50
H 0.29 -4.94 3.80
H -2.42 -5.23 4.13
H -4.27 -4.37 5.50
H -4.12 -2.13 6.53
H -2.10 -0.74 6.17
H -0.24 -1.61 4.79
H 3.98 1.50 2.05
H 4.76 3.62 1.15
H 3.38 4.83 -0.52
H 1.21 3.89 -1.25
C -1.98 3.92 -0.66
C -2.33 2.48 -0.44
C -2.56 1.62 -1.53
C -2.42 2.15 -2.93
C -2.98 0.29 -1.30
C -3.31 -0.64 -2.45
C -3.19 -0.15 0.03
C -4.02 -1.37 0.32
C -2.70 0.63 1.09
C -2.70 0.05 2.48
C -2.34 1.97 0.85
C -1.96 2.87 1.99
H -2.84 4.57 -0.43
H -1.68 4.13 -1.69
H -1.16 4.23 -0.01
H -3.05 3.03 -3.06
H -2.72 1.43 -3.69
H -1.39 2.46 -3.14
H -4.32 -0.45 -2.83
H -3.27 -1.68 -2.13
H -2.61 -0.53 -3.27
H -3.43 -2.27 0.48
H -4.72 -1.57 -0.49
H -4.62 -1.19 1.22
H -3.58 0.37 3.05
H -1.82 0.36 3.04
H -2.70 -1.04 2.46
H -0.90 3.15 1.93
H -2.14 2.42 2.96
H -2.53 3.80 1.94
N 0.58 -0.38 -1.99
C 1.34 -0.76 -2.77
N 2.18 -1.19 -3.66
C 3.27 -0.35 -4.20
C 3.30 -0.53 -5.70
O 3.42 -1.90 -6.03
C 2.29 -2.65 -5.60
C 2.18 -2.61 -4.09
H 4.21 -0.69 -3.75
H 3.09 0.68 -3.92
H 4.17 -0.03 -6.12
H 2.39 -0.11 -6.15
H 2.44 -3.67 -5.93
H 1.38 -2.25 -6.05
H 3.04 -3.10 -3.63
H 1.27 -3.09 -3.74
```

Calculated values
Multiplicity: 4
DFT total energy (eV): -95013.413
HOMO energy (spin up / spin down) (eV): -10.5 / -10.6
LUMO (spin up / spin down) (eV): -3.424 / -3.056
Net charge: +1
Orbital gap (spin up / spin down) (eV): 7.07 / 7.56

=====

Entry from the Open Molecules 2025 dataset: a cluster of 7 separate species, C37H88F5N6O13S3 in total in a non-equilibrium geometry (the ωB97M-V functional and the def2-TZVPD basis).

Structure (XYZ):
```
152
C37H88F5N6O13S3 | the Open Molecules 2025 dataset | the ωB97M-V functional and the def2-TZVPD basis
N -0.94 0.10 0.01
S 0.01 -0.59 -0.87
O -0.52 -1.51 -1.81
O 1.52 -0.64 -0.65
F 0.06 0.73 -1.80
S -0.75 -0.98 1.24
O 0.12 -0.57 2.35
O -0.94 -2.42 0.96
F -2.15 -0.47 1.95
C -3.62 6.10 2.05
O -3.34 4.80 1.73
C -3.28 4.52 0.27
C -2.81 3.03 0.12
N -1.51 2.66 0.86
H -1.83 2.66 1.81
H -1.26 1.75 0.50
C -0.32 3.64 0.78
C 0.90 3.12 1.49
O 0.75 3.22 2.91
C 1.80 2.58 3.58
H -3.16 6.22 3.04
H -4.68 6.29 2.21
H -3.13 6.72 1.30
H -2.53 5.17 -0.19
H -4.25 4.78 -0.14
H -2.51 2.72 -0.88
H -3.47 2.23 0.44
H -0.58 4.58 1.27
H -0.05 3.88 -0.25
H 1.80 3.53 1.04
H 0.95 2.11 1.08
H 1.81 1.49 3.56
H 1.70 2.78 4.65
H 2.80 2.90 3.31
C -5.41 -4.93 -2.65
O -4.30 -4.26 -3.24
C -3.41 -3.84 -2.23
C -3.89 -2.43 -1.69
N -4.07 -1.43 -2.88
H -3.23 -1.42 -3.44
H -4.78 -1.83 -3.47
C -4.31 0.03 -2.41
C -3.98 1.10 -3.45
O -4.55 0.61 -4.62
C -4.33 1.47 -5.78
H -5.23 -5.91 -2.21
H -6.09 -5.21 -3.46
H -5.95 -4.36 -1.90
H -2.48 -3.67 -2.77
H -3.36 -4.61 -1.45
H -3.10 -1.99 -1.08
H -4.74 -2.51 -1.02
H -3.88 0.10 -1.41
H -5.38 0.03 -2.20
H -2.90 1.16 -3.55
H -4.34 2.11 -3.27
H -4.96 1.12 -6.60
H -3.32 1.63 -6.15
H -4.72 2.48 -5.74
C -3.72 -4.15 2.69
O -4.80 -3.43 3.22
C -4.64 -2.06 3.39
C -6.01 -1.45 3.73
N -6.57 -1.95 5.12
H -6.01 -1.85 5.96
H -7.45 -1.49 5.32
C -7.03 -3.45 5.26
C -7.63 -3.74 6.65
O -6.67 -3.13 7.55
C -6.98 -3.44 8.90
H -3.90 -5.22 2.64
H -2.79 -3.91 3.21
H -3.45 -3.93 1.65
H -4.24 -1.61 2.48
H -4.00 -1.80 4.24
H -6.78 -1.81 3.06
H -5.96 -0.36 3.82
H -6.13 -4.07 5.15
H -7.85 -3.61 4.57
H -7.80 -4.81 6.70
H -8.62 -3.28 6.73
H -7.09 -4.50 9.12
H -7.88 -2.96 9.28
H -6.15 -3.05 9.48
C 7.85 -0.47 4.59
C 6.96 -1.56 4.07
C 7.13 -1.91 2.65
N 6.22 -3.00 1.98
C 4.71 -2.61 2.10
C 4.31 -1.42 1.23
C 4.85 -1.51 -0.21
C 6.36 -1.96 -0.34
C 6.61 -3.23 0.48
C 6.45 -4.37 2.62
H 7.74 0.40 3.94
H 8.89 -0.79 4.67
H 7.60 -0.16 5.60
H 5.94 -1.21 4.19
H 6.95 -2.43 4.74
H 8.17 -2.10 2.39
H 6.97 -1.03 2.03
H 4.47 -2.32 3.13
H 4.05 -3.46 1.94
H 4.68 -0.43 1.52
H 3.23 -1.35 1.10
H 4.78 -0.52 -0.68
H 4.27 -2.13 -0.89
H 6.99 -1.11 -0.07
H 6.69 -2.10 -1.37
H 7.64 -3.57 0.52
H 6.02 -4.05 0.06
H 7.45 -4.81 2.54
H 5.77 -5.11 2.18
H 6.14 -4.34 3.66
C 3.94 -0.54 -3.90
C 3.27 0.80 -3.47
C 4.34 1.88 -3.39
N 3.74 3.29 -3.20
C 3.03 3.72 -4.42
C 2.51 5.17 -4.46
C 3.65 6.18 -4.04
C 4.44 5.76 -2.84
C 4.93 4.27 -2.87
C 2.65 3.26 -2.05
H 4.65 -1.10 -3.30
H 4.52 -0.32 -4.80
H 3.20 -1.31 -4.11
H 2.68 0.63 -2.57
H 2.55 1.11 -4.22
H 4.91 2.13 -4.29
H 4.94 1.65 -2.52
H 3.65 3.55 -5.30
H 2.15 3.12 -4.68
H 2.27 5.38 -5.50
H 1.66 5.40 -3.83
H 4.28 6.42 -4.89
H 3.11 7.09 -3.76
H 5.30 6.41 -2.66
H 3.83 5.98 -1.97
H 5.67 4.09 -3.64
H 5.33 3.79 -1.97
H 3.05 2.60 -1.28
H 1.72 2.86 -2.46
H 2.51 4.22 -1.54
C -0.20 -0.17 -5.77
F 0.95 -0.06 -6.47
F -0.06 0.36 -4.52
F -1.20 0.47 -6.47
S -0.80 -2.00 -5.62
O 0.35 -2.78 -5.14
O -1.94 -1.87 -4.65
O -1.23 -2.33 -6.96
```

Calculated values
Multiplicity: 2
DFT total energy (eV): -121422.482
HOMO energy (spin up / spin down) (eV): -7.2 / -10.8
LUMO (spin up / spin down) (eV): -3.644 / -3.649
Net charge: +2
Orbital gap (spin up / spin down) (eV): 3.61 / 7.15